[1]
141
Properties=species:S:1:pos:R:3:mulliken_spin:R:1 method="wB97M-V/def2-TZVPD" energy_ev=-251026.6037 s_squared=3.768 e_lumo_ha="0.0433 / 0.0433" charge=-1 spin_multiplicity=4 homo_ha="-0.2030 / -0.2140"
Re 0.1604 0.3772 0.6532 2.520
C 1.9682 -5.4387 -4.1195 0.001
C 0.5371 -5.2042 -3.6157 0.000
C -0.4344 -5.2939 -4.7973 0.001
C 0.1863 -6.3108 -2.6210 0.000
C 0.4545 -3.8208 -2.9734 0.007
C 0.2936 -3.6274 -1.6160 -0.010
C 0.2633 -2.3410 -1.0960 0.039
Se 0.3168 -2.1561 0.8087 -0.002
C -1.5678 -2.2978 1.1345 0.053
C -2.0819 -3.4913 1.5978 0.000
C -3.4286 -3.5925 1.9092 0.004
C -4.1931 -2.4387 1.7676 -0.002
C -3.6922 -1.2132 1.3234 -0.003
C -2.3382 -1.1532 0.9677 0.029
O -1.7639 -0.0254 0.4472 0.134
C -4.5683 0.0357 1.3335 0.001
C -6.0107 -0.2561 1.7535 -0.001
C -3.9711 0.9984 2.3699 0.010
C -4.6230 0.6571 -0.0669 0.004
C -4.0022 -4.9228 2.3969 0.000
C -5.4587 -4.7912 2.8400 0.000
C -3.1818 -5.4343 3.5888 0.000
C -3.9296 -5.9487 1.2583 0.000
C 0.3910 -1.1945 -1.8680 0.080
O 0.3257 0.0370 -1.3171 0.045
C 0.6525 -1.3745 -3.2485 0.012
C 0.6578 -2.6714 -3.7436 -0.006
C 1.0722 -0.2071 -4.1471 -0.001
C 2.4422 0.2766 -3.6445 -0.002
C 1.2188 -0.6015 -5.6180 0.000
C 0.0555 0.9309 -4.0772 0.010
H 2.0737 -6.4506 -4.5194 0.000
H 2.6861 -5.3095 -3.3080 0.000
H 2.2272 -4.7323 -4.9104 0.000
H -0.3735 -6.2810 -5.2628 0.000
H -0.2103 -4.5505 -5.5634 0.000
H -1.4625 -5.1340 -4.4664 0.000
H 0.1897 -7.2756 -3.1322 0.000
H -0.8051 -6.1612 -2.1883 0.000
H 0.9094 -6.3655 -1.8056 0.000
H 0.1901 -4.4629 -0.9369 0.000
H -1.4127 -4.3331 1.7297 0.001
H -5.2336 -2.4826 2.0429 -0.001
H -6.0723 -0.6405 2.7732 0.000
H -6.4960 -0.9699 1.0840 0.000
H -6.5799 0.6752 1.7172 0.000
H -3.9344 0.5175 3.3498 0.000
H -4.5852 1.8999 2.4525 0.000
H -2.9493 1.2809 2.1165 -0.010
H -5.0478 -0.0582 -0.7758 0.000
H -3.6357 0.9352 -0.4251 -0.017
H -5.2616 1.5452 -0.0595 -0.001
H -5.5688 -4.0619 3.6449 0.000
H -5.8135 -5.7559 3.2094 0.000
H -6.1088 -4.4920 2.0155 0.000
H -3.1516 -4.6905 4.3865 0.000
H -2.1518 -5.6545 3.3082 0.000
H -3.6249 -6.3523 3.9833 0.000
H -4.5236 -5.6195 0.4033 0.000
H -4.3094 -6.9186 1.5907 0.000
H -2.9017 -6.0842 0.9180 0.000
H 0.8560 -2.8035 -4.7971 -0.001
H 3.1976 -0.4950 -3.8132 0.000
H 2.4072 0.4865 -2.5760 -0.005
H 2.7512 1.1860 -4.1670 0.000
H 2.0285 -1.3145 -5.7840 0.000
H 1.4524 0.2958 -6.1954 0.000
H 0.2946 -1.0251 -6.0168 0.000
H -0.0998 1.2437 -3.0519 -0.012
H -0.9080 0.6149 -4.4858 0.000
H 0.4109 1.7865 -4.6590 -0.001
O -1.2140 -0.2074 4.9315 0.001
P -0.0460 -0.5194 3.8735 -0.037
O 0.1793 -1.9525 3.6438 0.001
O -0.4666 0.3144 2.6337 0.073
O 1.1740 0.2390 4.5909 0.004
P 2.4956 0.8337 3.7682 0.010
O 3.0543 -0.4873 3.0203 0.019
O 3.4637 1.3286 4.7664 0.002
O 1.8889 1.6724 2.6932 0.010
H -0.8398 0.0209 5.7852 0.000
H 3.6003 -1.0084 3.6152 -0.001
O 2.8843 -1.5067 0.0695 0.008
C 3.0767 -0.3020 0.1057 0.026
O 2.2208 0.6477 0.2285 -0.195
C 4.4961 0.1909 -0.0402 0.018
C 5.5234 -0.5189 0.5673 0.000
C 6.8179 -0.0704 0.4158 0.000
C 7.1551 1.0384 -0.3330 0.001
C 6.1075 1.7044 -0.9296 0.001
C 4.7894 1.3167 -0.7936 0.000
N 6.4225 2.9104 -1.7463 0.000
O 5.4867 3.5317 -2.2090 0.000
O 7.5939 3.1939 -1.8940 0.000
N 7.9235 -0.8212 1.0763 0.000
O 9.0574 -0.4380 0.8667 0.000
O 7.6173 -1.7648 1.7717 0.000
H 5.3029 -1.4086 1.1390 0.000
H 8.1774 1.3632 -0.4440 0.000
H 3.9985 1.8799 -1.2664 0.000
C -3.3184 3.9449 0.5109 0.001
Si -1.8029 3.8172 -0.5456 0.019
C -2.1635 2.6049 -1.9012 -0.002
C -1.5308 5.4684 -1.3589 -0.002
As 0.0233 2.9210 0.6987 0.118
Si -0.1373 4.0690 2.7954 0.018
C 1.4782 4.4937 3.5948 0.004
C -0.8403 5.7682 2.3673 -0.001
C -1.3346 3.2717 3.9553 0.008
Si 1.9913 3.8948 -0.2382 0.016
C 3.5575 3.4532 0.6317 0.008
C 1.8644 3.3834 -2.0226 -0.002
C 1.8610 5.7552 -0.1820 -0.002
H -4.1221 4.3170 -0.1320 0.001
H -3.2217 4.6132 1.3629 -0.001
H -3.6083 2.9697 0.8848 0.001
H -3.2000 2.7033 -2.2354 0.001
H -2.0099 1.5711 -1.5822 0.002
H -1.5084 2.7888 -2.7539 -0.002
H -2.4844 5.7240 -1.8315 0.000
H -0.7695 5.4222 -2.1391 0.000
H -1.2755 6.2727 -0.6724 0.000
H 2.0839 5.1067 2.9249 0.000
H 2.0803 3.6419 3.8956 -0.001
H 1.2333 5.1000 4.4733 0.000
H -0.4803 6.1494 1.4153 0.001
H -0.5209 6.4774 3.1360 -0.001
H -1.9284 5.7800 2.3413 0.000
H -1.2069 2.1963 4.0563 -0.004
H -2.3581 3.4583 3.6213 0.000
H -1.1948 3.7355 4.9363 0.001
H 3.4940 2.4891 1.1348 0.000
H 3.7753 4.2161 1.3789 0.000
H 4.3736 3.4419 -0.0981 -0.002
H 1.4288 2.3868 -2.1131 0.004
H 2.8286 3.3890 -2.5348 0.001
H 1.2065 4.0889 -2.5380 -0.002
H 1.9695 6.1432 0.8316 0.000
H 0.9367 6.1380 -0.6006 0.000
H 2.6871 6.1550 -0.7801 0.000

***

[2]
154
Properties=species:S:1:pos:R:3:mulliken_charge:R:1 method="wB97M-V/def2-TZVPD" energy_ev=-1488510.2575 relative_energy_kj_mol=0.00 e_lumo_ha=-0.1101 charge=+1 spin_multiplicity=1 homo_ha=-0.3968
N 0.0981 -1.9316 2.7566 -0.796
C -0.3129 -1.2816 1.6676 -0.586
C -1.7374 -1.6666 1.0306 -0.763
C -1.8282 -1.4472 -0.6009 0.515
C -1.6704 0.1355 -0.8968 0.037
C -1.7642 1.2032 0.2527 1.649
O -2.8099 1.2485 1.2005 -0.395
C -1.7441 2.6712 -0.5019 -0.352
N -0.3358 3.1783 -0.6726 -0.566
N -0.6778 -2.2764 -1.0266 1.083
C 0.5935 -1.7428 -1.4771 -0.094
C 1.9475 -1.6333 -0.7170 -0.577
C 3.2660 -1.0737 -1.3321 -0.610
C 3.3289 -0.6049 -2.8094 -0.477
C 1.9884 -0.7054 -3.6235 0.097
C 0.6771 -1.2695 -2.9876 -0.162
C -0.8315 -3.4610 -1.8004 -0.646
N 0.0983 -4.4439 -1.7168 0.374
N -0.0261 -5.6439 -2.4435 -0.725
N -1.9805 -3.7327 -2.6356 0.332
C -2.8916 -2.5743 -2.6062 -0.644
C -4.0542 -2.8218 -3.6452 -0.570
C -4.4816 -4.3558 -3.9318 -1.169
C -3.6106 -5.1087 -5.0309 0.909
F -2.4351 -4.4561 -5.4556 -0.221
F -4.4479 -5.4900 -6.1130 -0.280
F -3.1729 -6.3545 -4.4348 -0.297
C -3.2956 -2.0228 -1.1111 2.213
C -3.7327 -3.4102 -0.3726 -1.180
C -4.3975 -3.4395 1.0578 -0.784
C -5.9498 -3.9439 1.0935 -0.459
F -6.1470 -5.1417 0.3040 -0.333
C -4.5354 -1.0753 -1.0654 0.942
F -5.7231 -1.9290 -1.1960 -0.344
F -4.7809 -0.5561 0.2746 -0.309
C -4.9209 0.1570 -1.9384 0.670
F -6.3624 0.3311 -1.8107 -0.359
F -4.4916 1.3600 -1.2502 -0.042
C -4.6725 0.4153 -3.4575 0.235
F -4.8079 1.8465 -3.6303 -0.268
F -3.4419 0.1354 -4.0564 -0.161
F -5.6888 -0.0650 -4.3546 -0.255
H 1.0400 -1.5364 2.9802 0.363
H 0.4001 -0.4902 1.2606 0.373
H -1.7755 -2.7991 1.2897 0.344
H -2.6314 -1.2176 1.5777 0.593
H -2.3182 0.3263 -1.8433 -0.397
H -0.6457 0.4452 -1.3531 -0.373
H -0.7548 1.2250 0.8232 -0.617
H -3.5110 1.9371 1.0577 -0.015
H -2.2917 2.6084 -1.5161 0.155
H -2.2933 3.4685 0.1032 0.142
H 0.0393 3.3257 0.2925 0.056
H 0.2367 2.4547 -1.1405 0.378
H 1.9946 -1.9860 0.3637 0.352
H 4.2012 -1.0364 -0.6605 0.368
H 4.3097 -0.2305 -3.2455 0.417
H 2.0429 -0.3416 -4.7161 -0.353
H -0.2241 -1.3179 -3.7011 0.237
H 0.9391 -4.3907 -1.1268 0.240
H -0.8412 -6.1833 -2.0815 0.183
H -0.1560 -5.4008 -3.4381 0.302
H -2.3652 -4.6305 -2.3226 0.697
H -2.2353 -1.7070 -3.0139 -0.339
H -3.6609 -2.4407 -4.6696 0.422
H -5.0390 -2.2727 -3.5070 0.264
H -5.5687 -4.3410 -4.3272 0.481
H -4.5146 -5.0123 -2.9914 0.281
H -4.4172 -4.0160 -1.0891 0.277
H -2.8347 -4.1395 -0.2573 0.187
H -4.3279 -2.5001 1.7068 0.203
H -3.8894 -4.2434 1.7283 0.493
H -6.6611 -3.0911 0.8321 0.221
H -6.1605 -4.2319 2.1854 0.384
Br -1.3091 -8.2363 -0.2661 -0.135
C 0.5722 -8.7442 -0.3411 -0.581
C 1.2182 -8.6448 1.0177 -0.591
Br 1.6026 -6.7897 1.4812 -0.133
H 1.0437 -8.1089 -1.0910 0.371
H 0.5730 -9.7770 -0.6937 0.382
H 2.1880 -9.1449 1.0196 0.347
H 0.6030 -9.0523 1.8199 0.386
Br 2.5461 -3.2837 -7.4546 -0.142
C 2.7458 -1.8250 -8.7339 -0.251
C 3.6245 -0.7315 -8.1818 -0.473
Br 2.6601 0.3634 -6.8878 -0.167
H 1.7419 -1.4858 -8.9888 0.451
H 3.2051 -2.2796 -9.6127 -0.146
H 3.9213 -0.0405 -8.9726 0.299
H 4.5165 -1.1058 -7.6796 0.403
Br -7.7018 4.5191 3.0374 -0.129
C -6.0137 3.6846 3.5367 -0.603
C -4.8650 4.2585 2.7457 -0.576
Br -4.8315 3.5425 0.9319 -0.192
H -6.1379 2.6099 3.4008 0.316
H -5.8942 3.9006 4.5998 0.410
H -3.9101 3.9637 3.1850 0.303
H -4.8992 5.3444 2.6583 0.461
Br -12.3721 2.8432 2.3842 -0.124
C -10.7836 2.4613 1.3209 -0.406
C -10.2303 1.0939 1.6361 -0.411
Br -9.2559 1.0981 3.3247 -0.135
H -10.0743 3.2674 1.5078 0.165
H -11.1185 2.5105 0.2834 0.347
H -9.4966 0.7941 0.8859 0.171
H -10.9982 0.3243 1.7142 0.378
Br 3.7130 4.2843 3.1820 -0.013
C 2.0415 5.2762 3.0366 -0.732
C 0.8959 4.5057 3.6439 -0.583
Br 0.3018 3.0745 2.4593 -0.118
H 1.8979 5.5046 1.9805 0.380
H 2.2133 6.2043 3.5845 0.397
H 0.0239 5.1493 3.7712 0.378
H 1.1436 4.0445 4.6002 0.362
Br 8.6976 2.9387 5.1058 -0.148
C 7.4944 4.4254 4.7193 -0.073
C 6.9866 5.0610 5.9885 -0.118
Br 5.5893 3.9771 6.8114 -0.132
H 6.7008 4.0349 4.0840 -0.080
H 8.0954 5.1355 4.1476 0.270
H 6.5118 6.0205 5.7747 0.376
H 7.7627 5.2052 6.7416 -0.083
Br 6.9345 2.3817 1.5786 -0.137
C 7.1408 3.8393 0.3003 -0.570
C 8.0293 4.9279 0.8497 -0.574
Br 7.0765 6.0290 2.1458 -0.145
H 6.1384 4.1859 0.0489 0.361
H 7.5943 3.3814 -0.5806 0.353
H 8.3277 5.6165 0.0575 0.378
H 8.9211 4.5483 1.3491 0.361
Br 4.5150 -4.4458 -11.6198 -0.125
C 2.8070 -3.9961 -12.4454 -0.656
C 2.9244 -2.7646 -13.3089 -0.507
Br 2.9743 -1.1453 -12.2245 -0.132
H 2.0820 -3.8902 -11.6384 0.357
H 2.5466 -4.8662 -13.0503 0.370
H 2.0433 -2.6546 -13.9431 0.344
H 3.8181 -2.7570 -13.9326 0.368
Br 4.0677 3.9808 11.6507 -0.134
C 3.4060 2.3412 10.8293 -0.577
C 3.3434 2.4692 9.3278 -0.302
Br 1.7990 3.5226 8.7721 -0.123
H 2.4400 2.1245 11.2851 0.375
H 4.1215 1.5700 11.1196 0.354
H 3.2011 1.4917 8.8639 0.341
H 4.2252 2.9452 8.8976 -0.048
Br 6.8823 7.5559 9.2936 -0.123
C 8.5554 6.6956 9.8049 -0.664
C 9.7148 7.2360 9.0051 -0.530
Br 9.7335 6.4942 7.2024 -0.094
H 8.4105 5.6219 9.6845 0.368
H 8.6797 6.9246 10.8647 0.373
H 10.6637 6.9294 9.4482 0.343
H 9.7012 8.3210 8.9025 0.365